A 12-piece molecular cluster, C56H88O16S8 overall at a distorted geometry, computed with wB97M-V/def2-TZVPD.

Summary:
SMILES = O=S1(=O)CCCC1.O=S1(=O)CCCC1.O=S1(=O)CCCC1.O=S1(=O)CCCC1.O=S1(=O)CCCC1.O=S1(=O)CCCC1.O=S1(=O)CCCC1.O=S1(=O)CCCC1.c1ccccc1.c1ccccc1.c1ccccc1.c1ccccc1
Largest force on an atom = 3.901 eV Å⁻¹
Frontier orbital gap = 9.08 eV
LUMO = 0.10 eV
E_tot = -178935.8206 eV
M = 1273.84 u

Structure (XYZ):
```
168
Properties=species:S:1:pos:R:3:forces:R:3
O -6.413 2.441 18.523 -0.153 0.265 0.122
S -5.250 2.466 19.372 -0.166 -0.899 -2.163
O -4.014 2.972 18.828 0.118 0.344 0.223
C -5.541 3.246 20.884 -0.358 0.777 2.544
C -4.580 2.443 21.843 0.238 1.927 -0.359
C -4.865 1.014 21.508 1.431 -1.661 0.580
C -4.911 0.835 19.979 0.748 -0.244 0.595
H -6.616 3.282 21.258 1.258 -0.483 -0.800
H -5.212 4.275 20.774 -0.016 0.167 -0.134
H -3.521 2.678 21.526 -1.023 -0.104 0.443
H -4.707 2.770 22.911 0.015 -0.606 -0.907
H -5.809 0.661 21.885 -0.482 0.191 0.251
H -4.094 0.364 21.981 -0.461 0.243 -0.395
H -5.754 0.221 19.803 -0.915 -0.530 -0.678
H -4.030 0.386 19.462 -0.479 0.719 0.570
O -12.838 3.236 21.275 -0.094 -0.147 0.058
S -13.872 4.135 21.724 1.114 1.561 0.006
O -15.005 3.646 22.459 -0.426 -0.539 0.004
C -13.249 5.516 22.769 1.209 -1.342 0.368
C -14.367 6.484 22.559 -1.090 1.459 0.070
C -14.619 6.617 21.002 -0.127 -1.378 0.491
C -14.473 5.184 20.355 -0.308 0.630 1.429
H -12.217 5.895 22.556 -0.935 -0.287 -0.688
H -13.072 5.046 23.763 -0.747 0.380 -0.396
H -15.318 6.158 23.078 1.109 0.187 -0.659
H -14.131 7.484 22.970 -0.034 -0.448 -0.182
H -13.947 7.270 20.485 0.705 0.480 0.164
H -15.609 7.029 20.837 -0.186 -0.150 -0.050
H -13.787 5.106 19.527 0.224 0.085 -0.131
H -15.451 4.820 20.094 -0.281 -0.430 -0.227
O -6.853 7.899 26.861 -0.089 -0.787 0.655
S -7.311 7.435 28.169 0.221 -1.225 -0.937
O -8.109 6.208 28.281 1.012 1.006 -0.244
C -5.886 7.422 29.334 0.391 0.297 0.047
C -6.342 8.437 30.427 0.888 0.970 -1.349
C -7.151 9.513 29.618 1.496 0.432 0.532
C -8.208 8.757 28.866 -0.647 -0.119 1.791
H -4.922 7.663 28.796 -1.305 0.158 0.403
H -5.789 6.395 29.657 -0.116 -0.237 0.220
H -6.991 7.960 31.126 -0.606 -0.463 0.434
H -5.556 8.937 31.040 -0.213 -0.619 -0.777
H -6.463 10.077 28.906 -0.864 -0.636 0.939
H -7.566 10.185 30.359 -0.216 0.464 -0.222
H -8.688 9.302 28.096 -0.320 0.527 -0.968
H -8.978 8.371 29.574 0.576 0.016 -0.507
O -10.304 9.116 24.007 0.001 0.121 0.215
S -10.257 9.213 25.455 0.427 0.388 -0.875
O -9.277 10.142 26.027 -0.732 -1.252 -0.071
C -11.863 9.651 26.073 0.464 -0.149 2.355
C -12.609 8.335 26.420 0.638 -0.635 -0.946
C -11.553 7.247 26.836 0.377 0.845 -0.097
C -10.245 7.509 26.042 -0.692 -0.636 -0.249
H -12.308 10.242 25.306 -0.492 0.501 -0.375
H -11.560 10.275 26.959 -0.774 -0.459 -0.696
H -13.385 8.330 27.197 0.201 0.708 -0.543
H -13.056 8.040 25.431 0.096 -0.155 1.051
H -11.955 6.254 26.746 -0.050 -0.437 -1.024
H -11.320 7.179 27.900 0.014 1.000 0.224
H -10.185 6.887 25.126 -0.072 0.436 0.532
H -9.373 7.351 26.637 0.515 -0.207 0.246
O -9.920 0.870 30.908 -0.017 -0.467 0.834
S -8.920 0.237 30.088 -2.568 -1.711 -2.386
O -9.042 -1.204 29.690 0.372 2.744 0.927
C -8.861 1.266 28.573 1.703 -0.154 0.833
C -7.337 1.374 28.464 0.365 -0.592 -1.482
C -6.787 1.721 29.837 1.096 -0.534 0.026
C -7.315 0.559 30.697 0.710 -0.243 0.458
H -9.252 2.302 28.643 -0.262 -1.026 0.518
H -9.280 0.721 27.743 -0.326 -0.245 -0.069
H -6.889 0.402 28.142 -0.406 0.557 0.272
H -7.129 2.053 27.644 0.509 0.385 0.280
H -7.105 2.734 30.130 0.055 -0.541 0.247
H -5.677 1.628 29.901 -0.752 0.548 -0.345
H -7.430 0.746 31.739 -0.240 0.594 0.847
H -6.726 -0.378 30.694 -0.162 0.567 -0.724
O -9.969 -1.687 20.812 0.388 0.210 -0.376
S -9.675 -0.414 20.182 -0.277 -0.478 0.117
O -8.396 0.211 20.305 1.558 0.101 0.383
C -10.083 -0.465 18.424 -1.232 -1.172 1.010
C -11.551 0.073 18.468 2.256 1.380 -1.117
C -11.607 1.175 19.495 -0.469 2.623 -0.781
C -10.886 0.732 20.756 -0.200 0.739 -0.011
H -10.017 -1.551 18.162 0.022 1.048 -0.059
H -9.357 0.153 17.909 -0.083 0.098 -0.129
H -11.814 0.475 17.497 -0.291 -0.219 -0.175
H -12.205 -0.655 18.778 -1.514 -2.149 0.327
H -12.642 1.498 19.717 0.499 -0.444 -0.048
H -11.182 2.129 18.990 -0.131 -1.427 1.228
H -11.491 0.158 21.450 -0.385 0.036 -0.030
H -10.419 1.559 21.307 0.011 -0.358 -0.257
O -5.456 4.257 27.888 0.413 -0.205 -1.308
S -4.874 3.878 26.591 -0.972 0.264 1.366
O -5.072 2.500 26.153 0.409 0.920 -0.039
C -5.394 5.049 25.219 0.517 -1.345 1.265
C -4.086 5.635 24.748 0.780 1.975 1.003
C -2.887 4.791 25.167 -0.294 -0.295 0.905
C -3.129 4.302 26.614 -0.179 1.599 -0.578
H -6.188 5.700 25.597 0.414 0.102 -0.082
H -5.779 4.324 24.520 -0.268 0.035 -0.422
H -4.077 5.765 23.704 -0.122 -0.061 -1.488
H -3.906 6.660 25.109 -0.498 -0.214 0.284
H -1.897 5.254 25.066 -0.497 0.066 -0.117
H -2.952 3.941 24.537 0.528 -1.163 -0.660
H -3.006 5.167 27.330 -0.121 -1.151 -0.525
H -2.543 3.431 26.848 0.114 -0.248 0.398
O -11.077 4.429 25.013 0.019 -0.205 0.615
S -10.252 3.538 25.835 -0.049 0.225 -2.704
O -10.499 3.400 27.226 -0.579 0.057 1.355
C -10.182 1.915 24.993 -1.047 1.528 0.722
C -9.042 2.038 24.043 1.026 -1.443 0.908
C -7.962 2.774 24.801 0.329 0.466 0.311
C -8.554 4.030 25.471 -0.698 -1.683 -0.339
H -11.160 1.662 24.624 -0.387 0.191 -0.362
H -10.058 1.329 25.881 0.761 -1.092 0.096
H -8.657 1.048 23.798 -0.043 -0.165 -0.012
H -9.152 2.523 23.104 -1.063 0.587 -0.716
H -7.223 3.024 24.049 0.586 0.090 0.311
H -7.543 2.155 25.616 0.049 0.128 -0.713
H -8.769 4.857 24.850 0.442 0.954 -0.930
H -8.019 4.307 26.339 0.343 0.442 1.153
C -13.290 1.066 26.666 -0.299 0.561 -0.988
C -13.695 1.259 25.352 0.475 -1.230 -0.050
C -13.238 0.316 24.381 -0.798 2.400 1.177
C -12.438 -0.740 24.722 0.166 -1.215 -0.587
C -12.135 -0.961 26.064 -0.555 1.622 -0.913
C -12.502 -0.007 26.991 0.082 -1.311 0.449
H -13.587 1.772 27.393 -0.243 0.540 0.842
H -14.375 2.080 25.102 0.413 -0.304 -0.173
H -13.487 0.645 23.405 -0.105 -0.538 -1.218
H -12.105 -1.436 23.929 -0.118 0.386 0.577
H -11.601 -1.782 26.417 0.861 -1.353 0.209
H -12.241 -0.275 27.997 0.067 0.507 0.600
C -8.518 -1.935 24.035 -0.174 0.065 0.895
C -8.658 -2.011 25.461 0.694 -0.080 -2.020
C -7.664 -1.491 26.244 0.219 0.125 -0.820
C -6.599 -0.859 25.600 0.988 1.312 2.682
C -6.505 -0.683 24.241 0.445 0.456 -0.741
C -7.459 -1.259 23.397 -0.972 -0.332 1.777
H -9.296 -2.401 23.456 -0.131 0.009 -0.388
H -9.474 -2.505 25.942 -0.530 -0.280 -0.147
H -7.747 -1.563 27.312 0.175 0.081 0.368
H -5.898 -0.355 26.343 -0.480 -0.617 -1.548
H -5.719 -0.029 23.825 -0.352 -0.602 0.394
H -7.474 -1.094 22.338 0.112 -0.149 -0.380
C -8.925 6.516 22.246 0.664 -0.965 -1.409
C -8.309 7.381 21.310 -1.406 -0.863 1.742
C -8.104 6.854 20.075 -0.755 -0.427 0.222
C -8.570 5.609 19.707 0.307 -0.539 -1.365
C -9.167 4.762 20.579 0.082 -0.627 2.484
C -9.264 5.185 21.933 0.185 1.885 -1.309
H -9.111 6.852 23.221 -0.249 0.577 1.207
H -8.201 8.421 21.597 0.496 -0.111 -0.238
H -7.700 7.426 19.334 1.197 1.590 -1.895
H -8.478 5.238 18.686 0.262 0.401 0.122
H -9.408 3.754 20.268 -0.311 0.018 0.058
H -9.716 4.668 22.736 -0.500 -1.029 0.408
C -16.773 6.563 26.410 0.355 0.438 0.702
C -15.783 5.638 26.076 -0.021 1.389 1.125
C -14.603 5.498 26.814 -0.649 -1.947 -0.662
C -14.450 6.125 28.025 -0.395 1.736 1.064
C -15.403 7.118 28.309 -1.100 0.135 1.180
C -16.596 7.339 27.539 1.803 0.030 1.490
H -17.699 6.747 25.902 -0.206 -0.562 -0.672
H -15.975 4.955 25.318 -0.076 -0.992 -1.612
H -13.991 4.663 26.472 0.364 0.334 0.297
H -13.683 5.970 28.832 -0.499 -0.154 -1.424
H -15.286 7.617 29.300 -0.265 -0.175 -0.984
H -17.359 8.045 27.919 0.618 -0.445 -0.461
```
Forces are in eV/Å.

Results of the Mulliken charge analysis, in e, for atoms 1 through 6: atom 1 (O): -0.641, atom 2 (S): 1.228, atom 3 (O): -0.740, atom 4 (C): -0.298, atom 5 (C): -0.200, atom 6 (C): 0.226